Record 1
ORCA calculation (ωB97M-V/def2-TZVPD) on an isolated molecule of CH3N2OPS in a non-equilibrium geometry.

Calculated values
Lowest unoccupied orbital energy, eV: 0.5
HOMO-LUMO gap, eV: 10.24
Charge: 0
SMILES: N#C[P@@](N)(O)=S
Energy above the lowest of the compared OMol25 structures with the same formula, charge and spin, eV: 0.000

Bonds (Å) are listed after each position.
Atoms and positions in Å:
1 N 1.23480 2.63463 0.30851  C2 1.144
2 C 0.84450 1.57207 0.14422  N1 1.144, P3 1.833
3 P 0.35453 -0.18281 -0.05394  C2 1.833, N4 1.759, O5 1.587, S6 1.929
4 N -1.21091 -0.46055 0.69844  P3 1.759, H7 0.989, H8 0.984
5 O -0.07707 -0.20561 -1.58144  P3 1.587, H9 0.979
6 S 1.70684 -1.48339 0.39445  P3 1.929
7 H -1.75423 0.35482 0.83626  N4 0.989
8 H -1.21635 -1.20773 1.33919  N4 0.984
9 H 0.11787 -1.02142 -2.08569  O5 0.979

From a Löwdin analysis of the wavefunction, the atomic charges in e read: 0.110 -0.302 0.131 -0.082 -0.250 0.250 0.031 0.020 0.093

=====

Record 2
ORCA calculation (ωB97M-V/def2-TZVPD) on a cluster of 2 separate species, CH3N2PS in total in a non-equilibrium geometry.

Calculated values
Lowest unoccupied orbital energy, eV: -0.1
HOMO-LUMO gap, eV: 8.95
Charge: 0
SMILES: [H]/N=P/[H].N=C=S
Energy above the lowest of the compared OMol25 structures with the same formula, charge and spin, eV: 2.191

Bonds (Å) are listed after each position.
Atoms and positions in Å:
1 H 0.34568 -2.25919 0.48608  N2 0.991
2 N -0.49426 -1.84420 0.80878  H1 0.991, P3 1.513
3 P -0.89237 -0.70386 -0.10305  N2 1.513, H4 1.425
4 H -2.03151 -0.04818 0.44819  P3 1.425
5 N 1.79954 0.08270 1.40008  C6 1.216, H8 1.015
6 C 2.26553 -0.44046 0.40668  N5 1.216, S7 1.589
7 S 2.70402 -1.12890 -0.95694  C6 1.589
8 H 1.85803 0.02461 2.41126  N5 1.015

From a Löwdin analysis of the wavefunction, the atomic charges in e read: -0.098 -0.377 0.692 -0.165 0.104 -0.912 0.656 0.099